17
Properties=species:S:1:pos:R:3:forces:R:3:mulliken_charge:R:1 method="wB97M-V/def2-TZVPD" spin_multiplicity=2 orbital_gap_ev="6.748 / 5.700" charge=+1 s_squared=0.779 homo_ha="-0.4744 / -0.4742"
O 1.810 0.975 3.077 -0.18 -0.56 -0.50 -0.83
C 1.075 0.178 2.437 0.08 0.49 2.41 0.94
O 0.474 -0.780 2.987 -0.01 -0.41 -0.51 -0.85
O 0.879 0.467 1.146 0.25 -0.32 -2.38 -0.28
C 0.083 -0.401 0.320 -1.56 0.91 2.10 -0.92
Li 1.431 -0.187 4.600 -0.09 0.18 -0.55 0.89
H -0.839 -0.591 0.903 -0.30 0.70 -0.52 0.42
H 0.361 -1.459 0.215 1.26 0.52 -0.21 0.39
C 0.600 -0.494 -1.987 0.16 3.35 -0.58 -1.00
C -0.144 0.336 -1.056 1.64 -6.63 2.45 0.93
H 1.363 -1.236 -1.726 -0.64 0.26 0.57 0.42
H 0.979 0.087 -2.845 -0.75 -0.54 -0.61 0.41
Ga -1.358 -1.143 -2.549 0.31 -1.48 -1.02 0.49
O -2.394 0.158 -1.963 0.00 0.58 0.28 -0.21
C -1.473 0.968 -1.281 1.75 3.04 -0.99 -0.46
H -0.963 1.787 -1.954 -2.15 -0.11 0.78 0.28
H -1.882 1.336 -0.322 0.23 0.05 -0.71 0.38